18
Properties=species:S:1:pos:R:3:forces:R:3 method="wB97M-V/def2-TZVPD" relative_energy_kcal_mol=27.9 e_tot_ha=-327.08686 homo_energy_ev=-9.07 max_force_ha_per_bohr=0.0508 smiles="CCC(=O)N(C)C" lumo_energy_ev=0.81 multiplicity=1
O 1.06484 -0.81205 -1.30628 0.122 0.571 0.114
N 0.75655 0.15680 0.71689 1.961 1.029 -0.490
C -1.19316 -0.65390 -0.56858 -0.123 2.601 0.227
C -1.60752 -0.86489 -2.03677 0.139 -1.199 0.693
C 2.00826 0.94405 0.53294 -0.474 -0.660 -0.196
C 0.14198 0.43202 1.99324 -1.863 -0.871 -0.523
C 0.31036 -0.44487 -0.41795 -0.735 -1.249 -0.241
H 1.68624 1.93929 0.22586 0.337 0.319 0.314
H -1.58544 0.36983 -0.36207 0.087 -0.467 0.357
H -1.54969 -1.23893 0.28394 -0.333 -0.505 -0.662
H 2.57932 0.92989 1.45230 0.034 0.285 0.199
H 0.38493 -0.38830 2.68366 0.442 0.752 0.342
H -2.54116 -0.37026 -2.31537 -0.010 -0.231 0.358
H -1.66666 -1.94182 -2.22073 -0.112 0.218 -0.421
H 2.64208 0.55258 -0.25804 -0.253 -0.262 0.034
H -0.95977 0.38280 1.95576 0.247 0.045 -0.340
H -0.82127 -0.45029 -2.65386 0.136 -0.069 -0.156
H 0.35012 1.45805 2.29506 0.396 -0.306 0.390


47
Properties=species:S:1:pos:R:3:forces:R:3 method="wB97M-V/def2-TZVPD" s2=0.760 relative_energy_kcal_mol=9.5 e_tot_ha=-4538.61698 homo_energy_ev="-2.99 / -2.95" max_force_ha_per_bohr=0.0201 charge=-1 lumo_energy_ev="2.38 / 2.38" multiplicity=2
Ni 0.16528 0.26026 -0.19075 0.043 0.412 0.510
S 1.34075 0.59990 -2.01738 -0.115 0.106 -0.113
S -2.13449 0.21953 -1.45861 -0.305 0.268 -0.310
S -1.27294 -0.45699 1.72893 0.291 0.281 -0.260
S -0.14959 -2.38112 -0.84059 0.289 0.262 0.037
S 2.09568 -0.72034 1.14112 0.694 -0.024 0.089
P 3.37147 -0.16205 -0.37874 -0.237 -0.621 0.331
O 3.59366 -1.61383 -1.18548 -0.084 0.238 0.039
O -1.03371 2.37166 1.03302 -0.278 0.000 0.194
O 4.89712 -0.08474 0.30349 -0.051 0.092 0.048
C -0.96667 -2.22776 1.81824 0.013 -0.177 0.028
C 3.30717 -2.38739 -3.41967 -0.117 -0.089 -0.150
C 5.44751 -1.17002 1.04343 -0.068 0.087 0.014
C 4.13248 -1.51997 -2.49694 -0.140 -0.044 0.094
C -3.22728 0.49450 -0.06154 0.046 -0.072 0.174
C -2.59925 -1.45218 -1.92694 -0.053 -0.201 -0.137
C -2.99093 -0.41204 1.15458 -0.149 0.196 -0.026
C 6.85421 -1.43288 0.55320 0.206 -0.059 -0.064
C -1.13435 -3.02701 0.53147 -0.045 -0.060 0.131
C -1.39459 -2.37755 -2.13396 -0.159 0.062 -0.168
C 0.82057 3.15317 -0.17967 0.355 0.232 -0.042
C -0.09420 2.08196 0.31677 0.139 -0.822 -0.615
H 4.12131 -0.48312 -2.84651 -0.052 0.066 0.007
H 3.68655 -2.33531 -4.44569 -0.015 -0.006 0.045
H -3.31264 -1.43618 0.96469 -0.024 0.022 -0.044
H 7.32190 -2.24476 1.12248 -0.057 0.067 -0.038
H -0.82775 -4.05506 0.72954 -0.022 -0.053 0.019
H -2.18055 -3.06029 0.22389 0.013 0.001 0.022
H -0.83522 -2.07097 -3.02054 -0.024 0.028 0.009
H 6.84053 -1.71520 -0.50286 -0.007 0.009 0.065
H -1.59415 -2.66367 2.59961 0.006 -0.004 0.023
H 0.71525 3.20207 -1.26555 0.026 0.025 0.077
H 7.47596 -0.53897 0.65507 -0.057 -0.043 0.000
H -1.75254 -3.39611 -2.30143 0.011 -0.013 -0.075
H -3.16556 -1.39669 -2.85813 -0.043 -0.153 -0.022
H 3.33054 -3.43021 -3.09173 0.004 0.056 0.006
H 5.45404 -0.90574 2.10401 -0.031 0.059 0.030
H 2.27048 -2.03965 -3.40438 0.115 -0.004 -0.001
H -3.02267 1.52718 0.21980 -0.035 -0.025 0.022
H -3.27082 -1.84916 -1.16426 0.023 -0.035 -0.027
H 0.07250 -2.27778 2.14979 -0.012 -0.008 -0.010
H 4.83296 -2.06401 0.93849 -0.081 -0.011 -0.061
H -3.60010 -0.02521 1.97193 -0.055 -0.059 0.042
H 1.85820 2.86139 0.00113 -0.058 0.031 -0.021
H 0.57939 4.10875 0.29114 0.016 0.032 0.038
H -4.26828 0.42077 -0.38535 -0.019 -0.024 0.084
H 5.17508 -1.85084 -2.47764 0.100 -0.023 0.003